Here is a single C18H24FN3O3S2 molecule from OMol25. Energies are from wB97M-V/def2-TZVPD.

Cartesian coordinates (Å):
C: 0.19041 3.25625 2.80729
S: -0.80656 2.11493 3.80695
C: -1.02907 0.78477 2.58026
C: -2.17621 1.08343 1.61780
C: -1.95423 0.44867 0.23781
N: -1.85195 -0.98552 0.29267
C: -2.49953 -1.77443 -0.61306
O: -3.30823 -1.35035 -1.40070
O: -2.11063 -3.04252 -0.44947
C: -2.68335 -4.09889 -1.26426
C: -4.19089 -4.18579 -1.03257
C: -1.98833 -5.36591 -0.76543
C: -2.36542 -3.85607 -2.73890
C: -0.74462 1.05801 -0.39111
N: -0.39336 2.30004 -0.35959
N: 0.76800 2.41278 -1.03534
C: 1.07119 1.21942 -1.44302
S: 2.45792 0.73219 -2.33366
C: 3.41807 2.29507 -2.18828
C: 3.89430 2.49378 -0.78638
C: 3.34359 3.48434 0.01773
C: 3.77162 3.64284 1.32538
C: 4.74917 2.81669 1.85178
C: 5.28673 1.83430 1.03900
F: 6.24037 1.02062 1.53641
C: 4.87649 1.65740 -0.26773
O: 0.15238 0.30102 -1.06975
H: -0.26614 3.38641 1.82976
H: 1.19683 2.85732 2.70366
H: 0.21723 4.19995 3.34098
H: -0.07745 0.69229 2.05533
H: -1.21070 -0.12334 3.15258
H: -2.25752 2.16047 1.46568
H: -3.11611 0.72441 2.03571
H: -2.82042 0.65898 -0.40621
H: -1.11668 -1.40746 0.83678
H: -4.67731 -3.27794 -1.37829
H: -4.59551 -5.03318 -1.57857
H: -4.39977 -4.31582 0.02723
H: -2.34905 -6.22799 -1.31807
H: -2.19167 -5.51124 0.29221
H: -0.91363 -5.28048 -0.90225
H: -1.29146 -3.74944 -2.87731
H: -2.71588 -4.69618 -3.33161
H: -2.85624 -2.95058 -3.08473
H: 4.24528 2.16463 -2.88495
H: 2.76399 3.10038 -2.51424
H: 2.56940 4.12104 -0.37869
H: 3.33776 4.41636 1.94029
H: 5.09406 2.92111 2.86811
H: 5.31314 0.87321 -0.86720

* SMILES: CSCC[C@H](NC(=O)OC(C)(C)C)c1nnc(SCc2cccc(F)c2)o1
* largest force on an atom: 1.62 eV Å⁻¹
* ΔE to the lowest compared entry with this formula, charge and spin: 4.2 kcal/mol
* orbital gap: 0.32957 hartree
* LUMO level: 0.0166 hartree
* HOMO energy: -8.5 eV
* electronic energy: -54056.8634 eV

***

Here is a single C18H24N2O4S2 molecule from OMol25. Energies are from wB97M-V/def2-TZVPD.

Cartesian coordinates (Å):
C: 0.30099 -4.48726 -6.71820
C: -0.21633 -2.96461 -6.40114
O: 0.44357 -2.43997 -5.31507
C: -0.07378 -1.47362 -4.87191
O: -0.80567 -0.88702 -5.47918
C: 0.37242 -0.93994 -3.63479
S: 1.42814 -1.97750 -2.66098
C: 1.76479 -0.98909 -1.46711
C: 2.69099 -1.03351 -0.29232
C: 2.57303 -0.11532 0.55350
C: 1.74790 1.26094 0.29621
S: 1.58669 2.23813 1.56430
O: 2.79982 2.38709 2.34630
O: 1.16902 3.45404 1.00477
N: 0.31087 2.13983 2.55750
C: 0.76303 0.73875 3.44036
C: -0.00395 0.70403 4.62800
C: 0.24797 -0.55546 5.47543
C: -1.61808 0.66908 4.19867
C: -2.02268 1.93914 3.30992
C: -3.24700 1.75988 2.72927
C: -0.87841 1.97258 2.20714
C: 0.83668 1.24121 -0.70802
C: 1.08049 0.35687 -1.70799
C: 0.12140 0.20902 -2.98941
N: -0.69606 1.09382 -3.29362
H: 0.08456 -4.75811 -7.62580
H: 1.28941 -4.32601 -6.82143
H: -0.10493 -5.20899 -6.11941
H: 0.01966 -2.24295 -7.17757
H: -1.28860 -2.96051 -6.47747
H: 3.09932 -2.00235 -0.18476
H: 3.16977 0.06694 1.35961
H: 1.72071 0.73181 3.70045
H: 0.78849 -0.26838 2.98941
H: -0.03752 1.31200 5.22977
H: -0.67978 -0.60756 6.42137
H: 0.03075 -1.28258 4.87633
H: 1.19838 -0.75414 5.96428
H: -2.21611 0.59913 4.93685
H: -1.61116 -0.27105 3.54495
H: -1.76583 2.82155 3.76542
H: -3.43305 2.72609 2.20987
H: -4.11137 1.93013 3.56840
H: -3.44067 1.11406 2.06214
H: -0.77626 2.85620 1.55716
H: -0.96059 1.13714 1.61532
H: 0.44446 2.16483 -0.76879
H: -0.88680 1.95351 -3.00454
H: -1.20872 0.96814 -4.39316

* SMILES: CCOC(=O)c1sc2ccc(S(=O)(=O)N3C[C@H](C)C[C@H](C)C3)cc2c1N
* largest force on an atom: 16.20 eV Å⁻¹
* ΔE to the lowest compared entry with this formula, charge and spin: 403.1 kcal/mol
* orbital gap: 0.28461 hartree
* LUMO level: -0.0107 hartree
* HOMO energy: -8.0 eV
* electronic energy: -51880.3931 eV

***

Here is a gas-phase ion, C18H24N3O4 (charge +1) from OMol25. Energies are from wB97M-V/def2-TZVPD.

Cartesian coordinates (Å):
C: -3.16668 -2.95702 1.55212
C: -2.17052 -3.29122 0.45351
O: -2.48052 -2.58262 -0.75650
C: -1.72521 -1.57944 -1.14654
O: -0.76198 -1.16008 -0.53518
C: -2.18598 -1.02862 -2.48014
C: -1.97524 0.48200 -2.56161
C: -2.92869 1.21290 -1.61136
C: -2.41164 2.60616 -1.22916
C: -1.02452 2.55816 -0.64075
O: -0.07209 3.10698 -1.16612
C: -0.83403 1.77590 0.58044
N: -1.81739 1.18065 1.34786
C: -1.26600 0.42474 2.35126
O: -1.82527 -0.25058 3.17087
N: 0.10668 0.59732 2.20088
C: 0.36734 1.41265 1.13148
C: 1.72910 1.85407 0.72100
N: 2.62073 0.76945 0.32496
C: 2.13531 -0.33191 -0.26101
C: 2.97535 -1.33837 -0.68158
C: 4.35738 -1.23004 -0.51531
C: 5.28967 -2.28501 -0.97358
C: 4.82601 -0.05965 0.09375
C: 3.94370 0.91108 0.49774
H: -4.18150 -3.05832 1.17693
H: -3.01881 -1.94741 1.92648
H: -3.02892 -3.64722 2.37874
H: -2.23084 -4.34947 0.18754
H: -1.14997 -3.04204 0.75968
H: -1.59718 -1.53006 -3.25246
H: -3.23167 -1.29600 -2.62909
H: -0.94089 0.70076 -2.28789
H: -2.12800 0.82290 -3.58516
H: -3.05958 0.60032 -0.71883
H: -3.90776 1.31978 -2.08010
H: -2.36874 3.23965 -2.11652
H: -3.08972 3.06855 -0.50819
H: -2.80897 1.31757 1.24938
H: 0.77586 0.16682 2.81712
H: 2.20206 2.41125 1.53536
H: 1.58362 2.53535 -0.13312
H: 1.06133 -0.41146 -0.38204
H: 2.54629 -2.21331 -1.14335
H: 4.78173 -3.23613 -1.10456
H: 6.11783 -2.40430 -0.27879
H: 5.71601 -1.99588 -1.93564
H: 5.88300 0.08674 0.25098
H: 4.28774 1.82122 0.96638

* SMILES: CCOC(=O)CCCCC(=O)c1[nH]c(=O)[nH]c1C[n+]1ccc(C)cc1
* largest force on an atom: 1.31 eV Å⁻¹
* total charge: +1
* ΔE to the lowest compared entry with this formula, charge and spin: 0.5 kcal/mol
* orbital gap: 0.27603 hartree
* LUMO level: -0.1372 hartree
* HOMO energy: -11.2 eV
* electronic energy: -31711.4696 eV

***

Here is a molecular structure, C18H24N4O2 from OMol25. Energies are from wB97M-V/def2-TZVPD.

Cartesian coordinates (Å):
C: -6.35703 -0.76096 2.45558
C: -5.86418 -0.16654 1.02445
C: -5.38175 -1.13502 0.01952
C: -5.11075 -0.65868 -1.34002
C: -4.00982 0.20498 -1.34239
O: -4.24603 1.48369 -1.29481
N: -2.93224 -0.33713 -0.71599
C: -1.61917 0.39722 -0.77543
C: -0.57257 -0.44597 -0.49336
C: 0.78078 -0.00658 -0.18109
C: 0.89261 1.61529 -0.16872
C: -0.23832 2.35549 -0.51427
C: -1.37296 1.57286 -0.76638
H: -2.20367 2.50361 -0.80241
H: 0.02149 3.30958 -0.52482
C: 2.20931 2.00420 0.19350
O: 2.44774 2.94738 0.67665
N: 3.30408 1.27036 -0.31305
H: 3.28675 0.56768 -0.95194
C: 4.66618 1.83141 -0.09215
H: 5.19366 1.71732 -1.24803
H: 4.49416 2.92932 0.24073
C: 5.44175 1.13223 0.94321
H: 4.71090 0.92667 1.90769
H: 6.29029 1.79031 0.98132
C: 6.07398 -0.31613 0.41278
N: 4.95656 -1.40391 -0.02812
C: 4.07909 -1.70747 0.71034
N: 3.08834 -2.56115 0.14019
C: 3.54219 -2.33735 -1.19589
C: 4.61647 -1.37652 -1.37309
H: 5.13328 -1.12718 -2.27727
H: 2.97533 -2.68926 -2.04941
H: 4.03479 -1.96871 1.79130
H: 6.49163 -0.88365 1.25383
H: 6.73331 0.00860 -0.36644
H: 1.57095 -0.64255 -0.12369
H: -0.67127 -1.52149 -0.10747
H: -2.86330 -1.17413 -0.79219
H: -6.14368 0.02398 -1.63558
H: -4.79185 -1.49716 -1.84391
H: -4.82266 -1.67818 0.71585
H: -6.43342 -2.00373 -0.07113
H: -5.27436 0.43825 1.20196
H: -6.97996 0.42709 0.52764
H: -5.40193 -1.33063 2.81329
H: -7.12755 -1.59476 2.28864
H: -6.61714 -0.13265 3.09056

* largest force on an atom: 18.51 eV Å⁻¹
* ΔE to the lowest compared entry with this formula, charge and spin: 388.4 kcal/mol
* orbital gap: 0.35761 hartree
* LUMO level: 0.0263 hartree
* HOMO energy: -9.0 eV
* electronic energy: -29095.6322 eV